[1]
C33H22Br2IKNO3P as an isolated structure, computed with wB97M-V/def2-TZVPD.

ORCA input file:
```
! wB97M-V def2-TZVPD RIJCOSX def2/J DEFGRID3
* xyz -2 1
K 1.2703 0.0009 0.5902
I -1.4814 -2.3484 0.7676
C -0.5010 -4.1711 1.1513
C -1.2770 -5.2956 1.2086
C -0.6802 -6.5454 1.4779
C 0.6672 -6.6228 1.6791
C 1.4817 -5.4631 1.6158
C 2.8789 -5.5561 1.8162
C 3.6418 -4.4221 1.7462
C 3.0441 -3.1729 1.4701
C 1.6873 -2.9719 1.2534
C 0.9127 -4.1783 1.3460
H -2.3456 -5.2283 1.0511
H -1.2983 -7.4350 1.5254
H 1.1400 -7.5781 1.8885
H 3.3197 -6.5258 2.0270
H 4.7160 -4.4860 1.9042
H 3.7242 -2.3197 1.4336
O 1.9365 2.3144 4.8230
C 1.5873 2.2660 3.6362
O 1.6521 1.3024 2.8241
C 0.9531 3.5519 3.0274
P 0.5929 3.1997 1.2660
C -0.1230 4.8063 0.6825
C -0.7100 5.7760 1.4941
C -1.2083 6.9533 0.9521
C -1.1349 7.1803 -0.4159
C -0.5511 6.2251 -1.2361
C -0.0398 5.0569 -0.6876
C -0.9897 2.2574 1.3571
C -1.6634 2.0077 0.1601
C -2.8425 1.2769 0.1496
C -3.3635 0.7760 1.3357
C -2.6906 1.0033 2.5274
C -1.5105 1.7354 2.5398
H 1.6696 4.3748 3.0849
H 0.0831 3.8456 3.6201
H -0.7879 5.6120 2.5621
H -1.6618 7.6935 1.6021
H -1.5279 8.0978 -0.8387
H -0.4869 6.3879 -2.3059
H 0.4272 4.3176 -1.3290
H -1.2418 2.3541 -0.7756
H -3.3392 1.0803 -0.7933
H -4.2718 0.1851 1.3266
H -3.0685 0.5847 3.4526
H -0.9809 1.8647 3.4743
Br -0.7291 3.0310 -3.7957
C -0.3395 1.1706 -3.9135
C -0.7207 0.5042 -5.0736
C -0.4810 -0.8354 -5.2161
Br -1.0258 -1.6958 -6.8345
C 0.1539 -1.5698 -4.1853
C 0.4204 -2.9555 -4.2425
C 1.0348 -3.5713 -3.1882
C 1.3915 -2.8037 -2.0669
N 1.1568 -1.5169 -1.9816
C 0.5469 -0.8839 -3.0059
C 0.3107 0.5606 -2.8119
O 0.6516 1.1496 -1.7621
H -1.2114 1.0562 -5.8639
H 0.1266 -3.5146 -5.1211
H 1.2405 -4.6340 -3.2001
H 1.8657 -3.2587 -1.2047
*
```

Results
**HOMO level**: -0.0670 Ha
**Frontier orbital gap**: 5.68 eV



[2]
An isolated molecule of C4H8N2Si, computed with wB97M-V/def2-TZVPD.

ORCA input file:
```
! wB97M-V def2-TZVPD RIJCOSX def2/J DEFGRID3
* xyz 0 3
C 1.9230 -0.9615 0.1831
C 1.6986 0.3408 -0.0681
C -0.2662 -1.2220 0.1482
C -1.6711 -1.5229 -0.0358
N 0.8404 -1.7327 0.2212
N 0.4618 0.7546 -0.0786
Si -0.2747 2.2625 0.0219
H 2.7657 -1.6441 0.2673
H 2.5827 0.9249 -0.1388
H -2.1219 -0.7615 -0.7616
H -1.7295 -2.5908 -0.4012
H -2.2139 -1.5298 0.8932
H -1.5587 1.8309 -0.5733
H 0.1971 3.1307 -1.0543
H -0.6334 2.7209 1.3766
*
```

Results
**HOMO level (alpha / beta)**: -0.1893 / -0.3469 Ha
**Frontier orbital gap (alpha / beta)**: 6.08 / 7.91 eV



Table of energy above the lowest of the compared OMol25 structures with the same formula, charge and spin (kcal/mol), in record order: 1.74; 0.00
Table of E (eV), in record order: -216013.4428; -15129.8943